Entry from OMol25: an isolated molecule of C15H17NO5S (ωB97M-V with the def2-TZVPD basis set).

The geometry in XYZ format:
```
39
Properties=species:S:1:pos:R:3:forces:R:3
C -4.6530 3.1284 0.1537 -0.398 -0.255 0.020
O -3.2549 3.3582 0.0930 0.384 0.119 -0.019
C -2.4817 2.2651 0.0814 0.031 -0.173 0.007
O -2.9380 1.1328 0.1229 -0.188 0.102 -0.003
C -1.0635 2.5653 0.0175 0.309 -0.327 -0.013
C -0.4564 3.8535 -0.0121 0.228 -0.020 -0.012
C 0.8944 3.8062 -0.0635 -0.194 -0.322 0.003
C 1.8544 4.9403 -0.1042 0.143 -0.076 -0.003
S 1.4905 2.1568 -0.0803 -0.255 0.788 0.008
C -0.1174 1.5586 -0.0161 -0.098 0.366 0.017
N -0.3928 0.2181 -0.0039 -0.331 -0.017 0.002
C 0.5946 -0.7173 -0.0232 -0.224 -0.324 -0.099
O 1.7634 -0.3872 -0.0688 0.133 -0.209 0.003
C 0.0940 -2.1499 0.0245 0.065 -0.090 -0.109
C -0.5477 -2.4156 1.4052 0.031 -0.022 -0.076
C 0.5210 -2.6053 2.4348 -0.065 0.042 0.129
C 1.5036 -3.4491 2.1625 0.039 -0.059 0.016
C 1.4852 -4.1502 0.8418 0.076 0.084 -0.077
C 1.2475 -3.1146 -0.2796 0.050 -0.045 -0.121
C 1.0280 -3.8359 -1.5895 -0.289 0.207 -0.072
O 0.0287 -3.7963 -2.2576 -0.135 -0.035 -0.116
O 2.0951 -4.5606 -1.9417 0.620 -0.288 -0.001
H -4.9778 2.5288 -0.6994 -0.006 0.075 0.084
H -4.9121 2.5981 1.0728 -0.011 0.064 -0.086
H -5.1227 4.1083 0.1333 0.037 -0.043 0.002
H -1.0327 4.7602 0.0062 -0.050 0.228 0.002
H 2.5256 4.9042 0.7530 0.075 0.114 0.044
H 1.3180 5.8858 -0.0918 0.002 0.060 0.000
H 2.4646 4.8926 -1.0052 0.072 0.115 -0.051
H -1.3913 0.0009 0.0158 0.262 -0.055 -0.003
H -0.6761 -2.2621 -0.7473 0.103 0.055 0.085
H -1.1409 -3.3319 1.3284 -0.093 0.045 -0.021
H -1.2224 -1.6031 1.6737 -0.059 -0.084 -0.012
H 0.4664 -2.0485 3.3563 0.078 0.036 0.180
H 2.3188 -3.6368 2.8419 0.087 0.028 0.180
H 2.4171 -4.6802 0.6522 -0.085 -0.050 -0.001
H 0.6670 -4.8784 0.8273 0.029 -0.101 -0.019
H 2.1688 -2.5280 -0.3806 -0.140 -0.111 -0.002
H 1.9324 -5.0153 -2.7833 -0.232 0.180 0.134
```
Forces are in eV/Å.

Properties
HOMO level = -8.06 eV
SMILES = COC(=O)c1cc(C)sc1NC(=O)[C@@H]1CC=CC[C@H]1C(=O)O
gap between HOMO and LUMO = 8.76 eV
LUMO level = 0.6961 eV
E_tot = -1410.9878 Ha

Atomic partial charges in e from the natural (NBO) method, atoms 1 to 4: number 1, C, carries -0.26; number 2, O, carries -0.50; number 3, C, carries 0.79; number 4, O, carries -0.66